C18H10Cl5O5SSbSe4TcTe as an isolated structure in a non-equilibrium geometry. Source: the OMol25 dataset; level of theory: ωB97M-V/def2-TZVPD.

XYZ file:
```
46
Properties=species:S:1:pos:R:3:forces:R:3
Tc -1.2818 2.3493 -1.3934 4.23 -1.67 3.81
Cl 2.6742 2.7250 4.3472 0.01 -0.13 0.06
C 2.1200 2.2783 2.7819 0.03 0.17 -0.03
C 0.7620 2.0857 2.5561 0.01 -0.05 0.04
Cl -0.3809 2.1013 3.8396 0.00 0.07 0.01
C 0.3388 1.8752 1.2651 0.16 -0.25 -0.45
Cl -1.3414 1.6483 0.8388 -0.21 0.39 1.91
C 1.1953 1.7869 0.1531 -0.36 0.17 -0.08
O 0.7272 1.6231 -1.0584 -0.34 0.13 -0.15
C 2.5633 1.9212 0.4186 0.11 -0.14 0.23
Cl 3.6599 1.7127 -0.8887 -0.02 0.06 -0.05
C 3.0096 2.1893 1.7090 -0.10 -0.01 -0.06
Cl 4.6873 2.4413 1.9845 0.04 -0.03 0.01
O -3.5551 2.2339 -3.8793 -0.02 -0.01 0.00
S -2.7962 1.3983 -3.0048 -3.38 -0.84 -3.73
O -3.0124 -0.0333 -3.1457 0.13 0.52 -0.14
O -1.2832 1.7001 -3.1624 -1.25 -0.32 -1.92
O -3.0859 1.7908 -1.5283 -1.24 -0.21 -1.47
Se -1.3979 7.7702 0.7274 -0.59 -0.48 -0.32
Sb 0.3476 6.2530 -0.0101 2.38 5.41 1.79
Se -0.5310 4.1253 -0.6432 -0.01 2.78 0.18
Se 1.7649 7.3135 -1.6810 -0.31 -0.58 -0.49
Se 1.8000 6.0760 1.9469 -0.13 -0.98 -0.01
Te -1.2692 -0.5271 -1.2767 1.25 -3.87 1.53
C -0.0575 -1.1343 0.4266 -0.25 -0.10 -0.27
C -0.6945 -1.3572 1.6439 0.00 -0.05 0.17
C 0.0105 -1.8005 2.7568 0.09 0.08 -0.14
C 1.3748 -2.0422 2.6544 -0.01 0.00 0.06
C 2.0171 -1.8530 1.4390 -0.05 0.05 -0.02
C 1.3029 -1.4005 0.3350 0.12 0.11 -0.06
C -1.3413 -2.6085 -1.6641 -0.11 -0.39 -0.22
C -0.1998 -3.2477 -2.1517 -0.17 -0.06 -0.03
C -0.1579 -4.6317 -2.2662 -0.11 0.08 0.05
C -1.2625 -5.3911 -1.9006 0.01 -0.04 -0.05
C -2.4081 -4.7662 -1.4285 0.10 0.06 -0.02
C -2.4457 -3.3809 -1.3091 0.05 0.04 -0.12
H -1.7569 -1.1638 1.7376 -0.02 0.00 -0.04
H -0.5028 -1.9372 3.7010 0.01 -0.01 0.01
H 1.9389 -2.3587 3.5239 -0.01 -0.03 -0.02
H 3.0805 -2.0414 1.3496 0.00 0.03 0.01
H 1.8263 -1.2237 -0.5984 -0.03 0.02 -0.01
H 0.6624 -2.6576 -2.4352 0.00 0.01 0.00
H 0.7367 -5.1174 -2.6369 0.01 0.01 -0.01
H -1.2329 -6.4703 -1.9939 0.01 0.00 0.02
H -3.2667 -5.3610 -1.1406 -0.03 0.03 -0.01
H -3.3387 -2.8933 -0.9388 0.01 0.01 0.03
```
Forces are in eV/Å.

Calculated values
Spin multiplicity = 2
Electronic energy = -13962.02828 Eh
HOMO energy (alpha / beta) = -1.69 / -1.67 eV
Net charge = -2

Results of the Löwdin charge analysis, in e, for atoms 1 through 6: 0.78 0.65 -0.73 -0.70 0.70 -0.58

=====

C18H11ClIrN5O3 as an isolated structure in a non-equilibrium geometry. Source: the OMol25 dataset; level of theory: ωB97M-V/def2-TZVPD.

XYZ file:
```
39
Properties=species:S:1:pos:R:3:forces:R:3
Ir 0.5680 0.2771 -0.2779 -0.03 0.44 1.73
O -0.9467 -0.7651 0.2336 -0.53 -0.63 -0.60
C -1.3538 -1.9502 0.6399 -0.08 0.37 0.16
C -2.7285 -2.1480 0.8209 -0.16 0.02 -0.02
C -3.2022 -3.3700 1.2386 0.05 -0.04 0.03
C -2.3202 -4.4284 1.4867 -0.03 0.10 -0.02
C -0.9698 -4.2267 1.3206 0.02 -0.04 -0.02
C -0.4764 -2.9838 0.9034 0.27 -0.23 0.06
C 0.9331 -2.7150 0.7299 -0.01 0.11 -0.03
N 1.5248 -1.5747 0.3568 0.57 0.14 -0.03
C 2.8921 -1.8534 0.3314 -0.30 0.10 0.07
C 3.1082 -3.1313 0.6906 0.00 -0.11 0.02
N 1.8679 -3.6616 0.9331 0.12 -0.06 0.05
H -3.3895 -1.3149 0.6225 0.00 -0.03 -0.01
H -4.2662 -3.5131 1.3750 0.00 0.00 0.00
H -2.6917 -5.3910 1.8082 -0.01 0.01 0.00
H -0.2959 -5.0502 1.5254 0.00 0.01 -0.01
H 3.6331 -1.1369 0.0679 0.09 0.01 0.08
H 4.0160 -3.6978 0.7913 0.00 0.03 0.02
H 1.6793 -4.6026 1.2255 -0.05 -0.01 -0.01
Cl -3.0092 6.7457 -1.8351 0.02 -0.08 0.02
C -2.3934 5.1728 -1.4159 -0.07 0.04 -0.02
C -3.2971 4.1287 -1.1387 0.02 -0.06 -0.01
C -2.8470 2.8753 -0.8235 -0.14 0.06 0.04
C -1.4601 2.6058 -0.7441 0.04 -0.40 0.20
O -1.0910 1.3978 -0.4443 -0.36 0.66 -0.69
C -0.5804 3.6679 -0.9821 0.18 0.12 -0.13
C 0.8057 3.4499 -0.7767 -0.09 0.05 -0.10
O 1.3174 2.4379 -0.2881 0.16 -0.41 0.46
C -1.0533 4.9468 -1.3453 0.08 0.01 -0.03
H -4.3596 4.3291 -1.1792 0.00 0.00 -0.03
H -3.5327 2.0652 -0.6152 -0.01 0.02 -0.02
H 1.4866 4.2590 -1.0751 0.06 0.02 0.22
H -0.3477 5.7439 -1.5457 0.00 -0.01 0.02
N 2.3157 0.4737 -1.0767 0.49 -0.63 -0.99
C 3.4538 0.7189 -0.8984 -0.59 0.13 -0.13
N 4.6437 1.0676 -0.8688 0.61 0.43 -0.38
C 5.7022 0.7085 -0.1760 -0.33 -0.14 0.14
N 6.6650 0.4430 0.4057 0.02 -0.03 -0.03
```
Forces are in eV/Å.

Calculated values
Electronic energy = -1756.46181 Eh
ΔE to the lowest compared entry with this formula, charge and spin = 226.4 kJ/mol
HOMO energy (alpha / beta) = -8.25 / -8.25 eV

Results of the Löwdin charge analysis, in e, for atoms 1 through 6: 1.50 -0.27 -0.31 0.01 -0.07 -0.08

=====

C18H11F10N4SSe3TaTe as an isolated structure. Source: the OMol25 dataset; level of theory: ωB97M-V/def2-TZVPD.

XYZ file:
```
49
Properties=species:S:1:pos:R:3:forces:R:3
Ta 0.3575 0.2501 0.3637 -0.41 -0.18 0.25
C -1.9769 0.8935 -1.5495 -0.04 -0.10 0.05
N -1.2891 1.6381 -0.4676 0.02 -0.05 -0.01
C -0.6241 2.8253 -1.0058 0.30 -0.07 0.04
C 0.5448 2.3891 -1.8701 -0.24 -0.14 -0.06
N 1.0883 1.0966 -1.3842 -0.47 0.48 0.25
C 2.1209 0.6238 -2.2094 0.41 -0.25 -0.22
C 2.3369 -0.7508 -2.3814 -0.04 0.06 0.12
F 1.5832 -1.6137 -1.6904 -0.09 0.07 -0.28
C 3.3024 -1.2921 -3.2025 0.04 0.04 -0.02
F 3.4291 -2.6130 -3.2931 0.00 0.00 -0.01
C 4.1358 -0.4600 -3.9267 -0.01 -0.13 0.02
F 5.0726 -0.9614 -4.7248 0.00 0.01 0.00
C 3.9799 0.8995 -3.7836 0.00 0.13 -0.01
F 4.7841 1.7345 -4.4414 -0.02 -0.04 0.01
C 3.0099 1.4238 -2.9422 0.01 0.05 0.10
F 3.0197 2.7625 -2.8407 0.03 -0.01 0.01
C -2.2498 2.0307 0.5863 0.13 -0.04 0.15
C -2.6455 0.7775 1.3268 -0.02 0.23 0.17
N -1.4576 -0.0607 1.5493 0.13 0.04 -0.64
C -1.7862 -1.3604 1.9787 0.05 -0.36 0.36
C -0.9944 -2.0344 2.9433 0.09 0.07 0.11
F -0.0047 -1.5891 0.1350 0.31 0.08 -0.14
C -1.2317 -3.3505 3.2923 -0.16 -0.11 -0.05
F -0.4284 -4.0060 4.1282 -0.01 0.02 0.00
C -2.3232 -4.0397 2.7914 0.13 0.01 0.05
F -2.5568 -5.2973 3.1550 -0.02 0.01 0.00
C -3.1356 -3.4040 1.8844 -0.06 0.05 -0.05
F -4.1684 -4.0475 1.3434 0.01 0.00 0.01
C -2.8513 -2.1107 1.4767 0.04 -0.06 -0.17
F -3.6316 -1.6602 0.4715 0.04 -0.05 -0.07
H -2.7669 1.5134 -1.9814 0.00 0.01 0.01
H -2.4174 -0.0182 -1.1479 0.02 0.00 -0.03
H -1.2640 0.6263 -2.3261 0.00 0.00 0.01
H -0.2388 3.3845 -0.1529 -0.10 0.03 0.01
H -1.3406 3.4516 -1.5445 0.06 0.00 -0.10
H 1.2955 3.1675 -1.8022 0.01 0.04 -0.05
H 0.2572 2.2880 -2.9219 0.02 0.01 0.00
H -3.1173 2.5222 0.1368 -0.02 -0.02 -0.02
H -1.7350 2.7384 1.2300 -0.08 0.02 0.00
H -3.3809 0.2744 0.7090 -0.07 -0.08 0.13
H -3.1449 1.0207 2.2694 0.08 0.11 0.03
Se 0.5634 1.9878 2.2450 0.09 0.25 -0.08
Se 2.5678 3.0781 1.6846 0.04 -0.17 0.06
Te 3.8802 1.0839 2.4826 0.02 0.19 -0.11
Se 2.7923 -0.4923 0.8860 -0.12 -0.35 0.10
S 0.3638 -1.1009 3.5924 0.08 0.30 0.03
C 0.9049 -1.9136 4.9752 -0.22 -0.09 0.06
N 1.3709 -2.3049 5.9530 0.03 -0.02 -0.02
```
Forces are in eV/Å.

Calculated values
Electronic energy = -9837.79181 Eh
HOMO energy = -7.95 eV

Results of the Löwdin charge analysis, in e, for atoms 1 through 6: 1.35 -0.03 -0.36 -0.20 -0.20 -0.19

=====

C18H11F13IrN3 as an isolated structure. Source: the OMol25 dataset; level of theory: ωB97M-V/def2-TZVPD.

XYZ file:
```
46
Properties=species:S:1:pos:R:3:forces:R:3
Ir -0.4051 -0.1463 1.7942 -0.27 -0.61 -0.29
C -2.6259 -2.5677 1.2840 -0.01 -0.02 -0.13
N -1.4822 -1.9764 0.5731 -0.05 0.04 0.21
C -0.4397 -2.9855 0.2807 -0.04 -0.09 0.02
C 0.8914 -2.5971 0.9242 0.08 0.16 -0.01
N 1.0928 -1.1524 0.8228 0.09 0.29 -0.09
C 1.8230 -0.5645 -0.1942 -0.07 -0.17 0.00
C 2.3292 0.7335 -0.0035 0.07 -0.02 0.11
F 2.1485 1.3505 1.1672 -0.14 -0.01 0.16
C 3.0672 1.4033 -0.9536 0.01 0.00 -0.09
F 3.5446 2.6168 -0.6992 -0.02 0.05 0.02
C 3.3271 0.8032 -2.1724 0.05 0.09 -0.01
F 4.0265 1.4394 -3.1010 0.05 0.05 -0.06
C 2.8515 -0.4706 -2.4064 0.00 -0.08 -0.13
F 3.0826 -1.0573 -3.5794 -0.01 0.01 0.04
C 2.1212 -1.1327 -1.4413 -0.08 -0.01 -0.03
F 1.6570 -2.3466 -1.7719 -0.03 -0.09 0.05
C -1.9188 -1.2663 -0.6453 0.03 -0.15 -0.10
C -2.4900 0.0883 -0.3000 0.02 0.18 0.08
N -1.5087 0.8977 0.4115 0.54 0.36 -0.04
C -0.8548 1.9488 -0.2274 -0.34 -0.27 -0.02
C -0.3434 3.0048 0.5335 0.08 0.13 0.18
F -0.4754 2.9828 1.8624 -0.12 -0.08 0.16
C 0.3426 4.0687 -0.0089 0.08 0.13 0.09
F 0.8191 5.0283 0.7833 -0.04 -0.02 -0.01
C 0.5416 4.1460 -1.3729 0.20 0.19 -0.04
F 1.2090 5.1695 -1.9064 -0.04 -0.03 0.01
C 0.0743 3.1221 -2.1628 -0.02 -0.15 -0.26
F 0.3085 3.1390 -3.4797 -0.05 -0.02 0.11
C -0.5910 2.0489 -1.5969 0.02 -0.11 -0.21
F -0.9178 1.0415 -2.4349 -0.06 -0.01 0.08
H -2.2779 -3.0812 2.1721 0.03 -0.02 0.05
H -3.3193 -1.7904 1.5969 0.00 0.03 0.00
H -3.1571 -3.2766 0.6363 0.02 0.03 0.01
H -0.7477 -3.9618 0.6585 -0.02 0.02 0.00
H -0.3193 -3.0768 -0.7968 -0.04 0.00 -0.03
H 0.8604 -2.8382 1.9868 0.00 0.02 0.05
H 1.7046 -3.1670 0.4778 0.08 0.01 -0.03
H -1.0482 -1.1178 -1.2826 0.03 -0.03 -0.01
H -2.6475 -1.8748 -1.1974 0.02 -0.02 0.02
H -2.8405 0.5736 -1.2070 -0.02 0.08 -0.08
H -3.3629 -0.0334 0.3452 -0.05 0.04 0.03
F -1.3078 -1.9830 3.9446 -0.05 -0.17 0.10
C -0.9439 -0.6826 3.7774 0.25 0.33 -0.24
F 0.1409 -0.5081 4.5840 -0.02 -0.04 0.16
F -1.9385 0.0488 4.3252 -0.15 0.00 0.15
```
Forces are in eV/Å.

Calculated values
Spin multiplicity = 5
Electronic energy = -2259.16958 Eh
ΔE to the lowest compared entry with this formula, charge and spin = 11.4 kJ/mol
HOMO energy (alpha / beta) = -7.81 / -8.40 eV

Results of the Löwdin charge analysis, in e, for atoms 1 through 6: 1.49 -0.07 -0.27 -0.16 -0.19 -0.13

=====

A 13-piece molecular cluster, C18H12BBr2Cl49NO4S overall in a non-equilibrium geometry. Source: the OMol25 dataset; level of theory: ωB97M-V/def2-TZVPD.

XYZ file:
```
88
Properties=species:S:1:pos:R:3:forces:R:3
N -0.5322 -0.5119 -2.7516 -0.26 0.21 0.31
C -1.1040 -0.9359 -1.4790 2.70 0.01 -1.26
Br -3.0426 -0.3425 -1.5156 -0.56 -0.27 0.16
C -0.8784 -2.4937 -1.4003 -1.26 0.26 0.23
O 0.0670 -2.6761 -0.3935 -0.72 0.34 0.03
B -0.0567 -1.5060 0.4683 1.73 0.22 -0.46
Br -1.7027 -1.6538 1.6946 -0.37 -0.23 0.68
C 1.4064 -1.2288 1.1503 -0.71 0.45 1.30
C 1.4832 -1.1319 2.7061 0.35 0.07 -0.86
C 0.9999 0.2433 3.1560 0.32 -0.22 0.34
C 0.9715 0.4907 4.6741 -0.73 0.90 -0.92
S -0.3019 -0.3718 5.6231 1.23 -3.00 1.64
O 0.2554 -0.5772 6.9566 -0.66 1.28 -0.94
O -0.7656 -1.6060 5.0340 0.00 1.47 -0.35
Cl -1.8985 0.9125 5.7516 0.34 0.03 -0.24
O -0.4106 -0.3688 -0.4520 -0.82 -0.76 -0.55
H -0.5138 0.5009 -2.8125 -0.07 0.01 0.07
H -1.1280 -0.8531 -3.4980 0.06 0.07 -0.08
H -0.5164 -2.9104 -2.3435 0.06 0.30 -0.07
H -1.8632 -2.9347 -1.2100 0.24 -0.31 0.48
H 2.1117 -1.9875 0.8104 -0.06 0.00 -0.15
H 1.7426 -0.2434 0.7973 0.14 -0.22 -0.31
H 0.9374 -1.9451 3.1658 -0.25 -0.01 0.15
H 2.5397 -1.2419 2.9975 -0.13 0.03 0.17
H 0.0566 0.5270 2.6824 -0.11 -0.21 0.16
H 1.7361 0.9687 2.7830 -0.10 0.03 0.05
H 1.9166 0.2835 5.1731 -0.16 -0.39 0.13
H 0.7532 1.5559 4.8079 -0.02 -0.14 0.33
C 1.1802 -5.7223 3.0146 -0.06 0.11 -0.05
Cl 2.5259 -6.0450 4.1378 -0.08 -0.12 -0.27
Cl 0.1134 -4.4864 3.6716 0.06 -0.13 -0.08
Cl 1.8314 -5.1748 1.4707 -0.04 0.02 0.02
Cl 0.2616 -7.2194 2.7638 0.05 -0.02 0.01
C -5.3310 1.7665 3.2441 0.13 -0.10 -0.13
Cl -5.4518 0.2476 4.1400 0.02 0.05 -0.01
Cl -6.9366 2.2248 2.6497 0.00 0.02 0.02
Cl -4.7220 3.0372 4.3191 -0.02 0.00 0.02
Cl -4.2313 1.5637 1.8836 -0.17 -0.11 0.20
C -4.2365 -5.3671 -3.0389 0.18 0.14 0.05
Cl -2.8115 -6.4129 -3.0784 -0.08 0.06 -0.21
Cl -5.2238 -5.6386 -4.4861 0.04 -0.01 0.04
Cl -5.1904 -5.7435 -1.5969 -0.01 -0.02 -0.03
Cl -3.7086 -3.6884 -2.9677 -0.26 -0.03 -0.08
C -0.1709 1.1657 -6.6305 0.03 -0.07 0.14
Cl -0.9566 -0.4153 -6.5725 0.01 0.06 -0.02
Cl -0.5289 1.9391 -8.1890 -0.44 -0.32 0.16
Cl -0.7844 2.1802 -5.3231 -0.01 -0.01 -0.06
Cl 1.5739 0.9627 -6.4508 -0.07 0.01 -0.03
C -0.3039 3.3577 -0.3275 -0.25 -0.26 0.12
Cl -0.5415 5.0895 -0.0046 0.22 -0.40 -0.06
Cl 1.0064 2.7489 0.6808 0.07 0.09 -0.04
Cl -1.7798 2.4719 0.0326 0.25 0.28 -0.09
Cl 0.1154 3.1350 -2.0337 0.06 0.07 -0.03
C -3.2356 -0.0586 9.5952 0.00 -0.06 -0.10
Cl -1.8975 -1.2040 9.6631 -0.10 0.17 0.04
Cl -4.2149 -0.3924 8.1630 -0.01 0.03 0.09
Cl -4.2383 -0.2321 11.0468 0.01 0.02 0.00
Cl -2.6051 1.5921 9.5118 -0.02 -0.06 0.01
C -1.2069 -9.6377 -0.6048 -0.03 0.11 0.05
Cl -1.8417 -10.9972 -1.5462 0.02 0.01 0.01
Cl -2.4418 -8.3868 -0.4684 0.08 -0.18 0.16
Cl -0.7500 -10.2039 1.0087 -0.01 -0.03 -0.05
Cl 0.2142 -8.9712 -1.4176 -0.03 -0.02 0.03
C 3.2365 4.3593 -9.4095 -0.06 -0.05 -0.01
Cl 2.9952 6.0877 -9.1082 0.01 -0.03 -0.02
Cl 4.5694 3.7686 -8.4084 -0.04 0.02 -0.03
Cl 1.7600 3.4737 -9.0026 0.56 0.37 -0.16
Cl 3.6281 4.1147 -11.1178 0.00 -0.04 0.09
C 4.1289 6.1724 -14.8282 -0.03 0.03 0.04
Cl 3.5946 6.8733 -13.2985 0.02 0.03 -0.10
Cl 4.7282 4.5317 -14.5468 -0.01 0.03 -0.01
Cl 2.7709 6.1159 -15.9594 0.04 0.00 0.03
Cl 5.4251 7.1619 -15.5130 -0.03 -0.03 0.01
C 1.1562 -4.7439 8.2137 -0.03 0.16 -0.15
Cl 2.5439 -5.0883 9.2629 -0.04 0.01 0.00
Cl 0.1539 -3.4842 8.9386 0.12 -0.16 0.02
Cl 1.7202 -4.1954 6.6385 -0.01 0.08 0.37
Cl 0.1944 -6.2166 8.0121 0.04 0.00 0.01
C -0.8591 9.4750 0.8473 -0.01 -0.05 0.00
Cl 0.2022 9.3556 2.2564 -0.03 0.01 -0.04
Cl -1.3267 7.8536 0.3245 -0.12 0.51 0.07
Cl -2.3054 10.3996 1.2758 0.04 -0.02 -0.01
Cl -0.0040 10.2955 -0.4660 -0.02 -0.01 0.03
C 5.2041 3.5704 1.3579 -0.08 0.00 -0.06
Cl 4.5798 5.1063 1.9756 0.02 -0.04 -0.01
Cl 6.9645 3.5333 1.5412 -0.04 0.00 0.00
Cl 4.4889 2.2364 2.2676 0.00 0.00 -0.02
Cl 4.7837 3.4085 -0.3497 0.02 0.01 0.07
```
Forces are in eV/Å.

Calculated values
Electronic energy = -29169.31957 Eh
ΔE to the lowest compared entry with this formula, charge and spin = 0.0 kJ/mol
HOMO energy = -5.98 eV
Net charge = -1

Results of the Löwdin charge analysis, in e, for atoms 1 through 6: 0.04 -0.86 0.56 -0.23 -0.05 -1.18

=====

One molecule with the formula C18H12N2O5 in a non-equilibrium geometry. Source: the OMol25 dataset; level of theory: ωB97M-V/def2-TZVPD.

XYZ file:
```
37
Properties=species:S:1:pos:R:3:forces:R:3
O 0.6928 1.1914 1.9956 -0.13 0.06 0.06
C 0.3454 1.7336 0.9811 0.26 -0.03 0.38
O 1.1041 2.6341 0.3456 0.12 0.38 -0.43
H 1.9429 2.7556 0.8185 -0.19 -0.21 0.12
C -0.9565 1.5106 0.2950 -0.34 -0.05 -0.15
C -1.5469 2.5493 -0.4200 0.06 -0.11 0.07
C -2.7905 2.3880 -1.0067 0.06 -0.06 0.05
C -3.4438 1.1735 -0.9077 -0.01 -0.26 0.08
C -2.8358 0.1289 -0.2252 0.65 1.01 0.03
C -1.5970 0.2724 0.3948 -0.36 0.23 0.14
C -1.0699 -0.8254 1.2905 -0.04 0.09 0.13
O -1.6781 -1.1305 2.2898 -0.06 0.02 0.06
N 0.1080 -1.3813 0.9336 0.34 -0.54 0.17
C 0.8806 -1.0502 -0.1901 -0.07 -0.01 -0.56
C 0.3001 -1.0128 -1.4350 0.11 -0.19 0.32
C 1.0475 -0.6523 -2.5626 0.27 0.15 -0.12
C 2.3737 -0.3471 -2.4432 -0.18 -0.02 -0.14
C 3.0105 -0.3929 -1.1856 -0.19 -0.11 0.22
C 4.3797 -0.0830 -1.0417 0.18 0.03 0.13
C 4.9797 -0.1067 0.1856 0.07 0.07 -0.29
C 4.2337 -0.4358 1.3272 -0.24 -0.13 0.16
C 2.9069 -0.7507 1.2232 0.17 0.01 0.14
C 2.2609 -0.7454 -0.0314 0.08 0.08 -0.23
H 2.3409 -0.9762 2.1135 -0.03 0.02 0.09
H 4.7154 -0.4376 2.2936 0.00 -0.01 0.09
H 6.0282 0.1322 0.2864 0.08 0.02 -0.03
H 4.9446 0.1750 -1.9258 0.07 0.03 -0.08
H 2.9565 -0.0715 -3.3096 0.05 0.02 -0.10
H 0.5639 -0.6304 -3.5275 -0.02 0.01 -0.10
H -0.7341 -1.2977 -1.5462 -0.09 -0.06 0.03
H 0.5100 -2.0042 1.6218 -0.15 0.09 -0.02
N -3.4838 -1.1650 -0.2290 -0.13 -0.20 -0.13
O -4.6888 -1.1847 -0.3097 -0.41 -0.08 0.04
O -2.7611 -2.1362 -0.2062 0.10 -0.37 -0.04
H -4.4113 1.0100 -1.3584 -0.02 -0.01 -0.02
H -3.2469 3.2051 -1.5426 -0.04 0.06 -0.05
H -1.0255 3.4906 -0.4956 0.03 0.07 -0.02
```
Forces are in eV/Å.

Calculated values
Electronic energy = -1178.80826 Eh
HOMO energy = -8.31 eV
SMILES = O=C(O)c1cccc([N+](=O)[O-])c1C(=O)Nc1cccc2ccccc12

Results of the Löwdin charge analysis, in e, for atoms 1 through 6: 0.14 -0.47 0.13 0.14 -0.06 0.02